{"formula": "C4H11NO", "method": "wB97M-V/def2-TZVPD", "homo_energy_ev": [1.19, -6.02], "spin_multiplicity": 2, "e_tot_ha": -288.85906, "total_charge": -1, "s_squared": 0.750, "lumo_energy_ev": [3.49, 3.37], "symbols": ["C", "C", "C", "C", "N", "H", "H", "H", "H", "H", "H", "H", "H", "H", "H", "H", "O"], "xyz": [[0.8379, -0.1368, -0.6526], [0.6791, -1.5160, 0.1442], [0.2340, -1.5033, 1.6847], [1.0469, -1.0954, 2.6564], [1.7072, -0.1428, -1.8667], [1.1086, 0.6855, -0.0165], [-0.1272, 0.2859, -1.2441], [1.5332, -2.0930, 0.0812], [-0.0507, -2.1729, -0.3126], [-0.8681, -1.6685, 1.5929], [2.0439, -0.9881, 2.4891], [0.6013, -1.0542, 3.7426], [2.3420, -0.8694, -1.9689], [1.2358, 0.0995, -2.7543], [-4.5755, 4.1169, -0.5245], [-3.3765, 3.9664, -1.5091], [-4.3717, 4.0863, -1.5420]], "lowdin_spin": [0.11, 0.02, 0.04, 0.03, 0.02, 0.02, 0.07, 0.00, 0.01, 0.02, 0.00, 0.01, 0.00, 0.02, 0.10, 0.14, 0.38]}